Record 1
Below is a single C4H5NO molecule, with properties calculated with the ωB97M-V functional and the def2-TZVPD basis.

Geometry (Å):
C 0.50313 0.22004 2.39277
C 0.15383 0.06711 0.98199
C -0.19607 -0.07000 -0.16484
C -0.81325 -0.27951 -1.47636
O -1.97355 -0.63036 -1.58503
N -0.00651 -0.04016 -2.54638
H -0.13647 0.97989 2.85325
H 1.54654 0.51808 2.53050
H 0.33866 -0.72269 2.92415
H -0.38802 -0.21618 -3.46327
H 0.97171 0.17379 -2.44678

Forces on the atoms, in the same order (eV/Å):
C 0.01 0.01 0.05
C -0.17 -0.06 -0.55
C 0.08 0.04 0.62
C -0.18 -0.05 -0.03
O 0.37 0.11 0.00
N -0.01 -0.04 -0.06
H 0.10 -0.10 -0.07
H -0.15 -0.05 -0.08
H 0.04 0.13 -0.09
H 0.07 0.02 0.13
H -0.16 -0.02 0.07

Results
energy: -285.3720 hartree
E_LUMO: 0.0316 Eh
energy relative to the best compared isomer or geometry (same formula, charge and spin): 111.85 kJ/mol
total charge: 0
SMILES: CC#CC(N)=O
strongest force on any atom: 0.62 eV Å⁻¹

These are the natural (NBO) partial charges, in e, on atoms 1 to 6:
1 C -0.70
2 C 0.10
3 C -0.17
4 C 0.62
5 O -0.58
6 N -0.81


Record 2
Below is 2 unconnected molecules or ions with the total composition C4H5NO at a distorted geometry, with properties calculated with the ωB97M-V functional and the def2-TZVPD basis.

Geometry (Å):
N -1.27607 1.07933 -2.26722
C -1.43544 0.60941 -1.22472
C 0.37828 1.20302 0.38585
C 0.45192 -0.09576 0.70671
C 0.47602 -1.53330 0.45405
O 1.49996 -0.81768 1.17154
H -0.50136 1.83507 0.35740
H 1.32757 1.71480 0.25770
H -1.68706 0.11685 -0.30214
H -0.08480 -2.29095 0.99533
H 0.85097 -1.82081 -0.53450

Forces on the atoms, in the same order (eV/Å):
N -0.21 -0.45 0.88
C -0.64 -0.01 -1.40
C 0.43 -0.01 0.83
C 0.50 0.43 -0.24
C -0.35 -0.09 -0.03
O 0.59 0.10 -0.38
H 0.17 -0.49 -0.51
H 0.03 0.15 0.91
H -0.04 0.12 -0.35
H 0.03 0.26 0.11
H -0.49 -0.03 0.17

Results
energy: -285.2562 hartree
E_LUMO: 0.0268 Eh
energy relative to the best compared isomer or geometry (same formula, charge and spin): 415.72 kJ/mol
total charge: 0
SMILES: C=C1CO1.C#N
strongest force on any atom: 1.54 eV Å⁻¹

These are the natural (NBO) partial charges, in e, on atoms 1 to 6:
1 N -0.32
2 C 0.06
3 C -0.51
4 C 0.26
5 C -0.13
6 O -0.45


Record 3
Below is a single C4H5NO molecule, with properties calculated with the ωB97M-V functional and the def2-TZVPD basis.

Geometry (Å):
C 1.03561 1.39687 -0.48263
C 0.06708 0.42067 0.11696
N -1.12075 1.05524 0.72507
O -1.89473 0.31267 1.26697
C -0.47996 -2.09042 0.08877
C 0.02119 -0.88904 0.07358
H 0.76246 2.40675 -0.16153
H 2.07208 1.20286 -0.19552
H 0.97541 1.36654 -1.57591
H -0.38088 -2.77906 0.92242
H -1.05752 -2.40310 -0.77818

Forces on the atoms, in the same order (eV/Å):
C 0.04 0.01 -0.02
C 0.05 -0.15 -0.11
N -0.32 -0.37 0.23
O 0.25 0.57 -0.19
C 0.14 0.17 -0.04
C -0.34 -0.05 -0.01
H 0.06 -0.16 -0.01
H -0.17 -0.03 0.01
H 0.05 0.02 0.16
H 0.22 0.07 -0.16
H 0.02 -0.09 0.12

Results
energy: -285.2604 hartree
E_LUMO: -0.0136 Eh
energy relative to the best compared isomer or geometry (same formula, charge and spin): 404.91 kJ/mol
total charge: 0
SMILES: C=C=C(C)N=O
strongest force on any atom: 0.65 eV Å⁻¹

These are the natural (NBO) partial charges, in e, on atoms 1 to 6:
1 C -0.64
2 C -0.09
3 N 0.14
4 O -0.28
5 C -0.45
6 C 0.16


Record 4
Below is a molecular structure, C4H5NO, with properties calculated with the ωB97M-V functional and the def2-TZVPD basis.

Geometry (Å):
C 0.38416 0.77564 -0.16107
C -0.12919 0.28571 -1.50204
O -0.92044 -0.61388 -1.63645
C 0.33174 -1.51088 0.95081
N -0.12003 -0.71992 1.88973
C -0.38213 0.28212 1.03013
H 1.42756 0.44055 -0.08249
H 0.36223 1.87676 -0.17741
H 0.28602 0.81624 -2.38367
H -0.14592 -2.50233 1.02263
H -1.27293 0.86084 1.28779

Forces on the atoms, in the same order (eV/Å):
C -0.01 -0.02 0.05
C -0.22 -0.28 -0.04
O 0.34 0.44 0.05
C -0.17 0.00 0.32
N 0.18 -0.18 -0.38
C -0.11 0.24 0.02
H -0.11 0.02 -0.05
H -0.03 -0.14 -0.02
H -0.03 -0.07 0.08
H 0.07 0.09 0.00
H 0.10 -0.09 -0.04

Results
energy: -285.2403 hartree
E_LUMO: 0.0121 Eh
energy relative to the best compared isomer or geometry (same formula, charge and spin): 457.69 kJ/mol
total charge: 0
strongest force on any atom: 0.56 eV Å⁻¹

These are the natural (NBO) partial charges, in e, on atoms 1 to 6:
1 C -0.58
2 C 0.45
3 O -0.51
4 C 0.02
5 N -0.43
6 C 0.08


Which value of energy does entry 2 give?
-285.2562 hartree


What is the formula in the fourth record?
C4H5NO


The lowest energy belongs to which entry?
number 1